{"formula": "BH24NO8", "method": "wB97M-V/def2-TZVPD", "relative_energy_ev": 1.519, "orbital_gap_ha": 0.228, "charge": 0, "lumo_energy_ev": -0.7, "total_energy_ev": -18929.813, "species": ["N", "H", "H", "H", "H", "B", "H", "H", "H", "H", "O", "H", "H", "O", "H", "H", "O", "H", "H", "O", "H", "H", "O", "H", "H", "O", "H", "H", "O", "H", "H", "O", "H", "H"], "positions_angstrom": [[-0.590500, 0.331765, -0.357441], [-1.644500, 0.606765, -0.456441], [-0.273500, 0.877765, 0.463559], [0.133500, 0.645765, -1.096441], [-0.722500, -0.625235, -0.253441], [3.395500, 1.179765, -0.192441], [4.122500, 0.180765, 0.140559], [4.298500, 2.186765, -0.321441], [2.945500, 0.824765, -1.331441], [2.581500, 1.523765, 0.496559], [-0.625500, -0.189235, 2.952559], [-1.468500, -0.637235, 3.038559], [-0.260500, -0.325235, 3.895559], [0.011500, -2.150235, -2.686441], [0.850500, -2.583235, -2.873441], [-0.522500, -2.672235, -1.940441], [-3.281500, 1.441765, -2.488441], [-3.650500, 0.956765, -3.100441], [-3.587500, 2.088765, -3.129441], [1.535500, -1.241235, 1.711559], [2.089500, -0.649235, 1.485559], [1.164500, -0.915235, 2.494559], [-2.501500, -2.458235, -0.706441], [-2.432500, -2.771235, -1.650441], [-2.557500, -3.240235, -0.103441], [-0.079500, 2.945765, 2.973559], [-0.077500, 1.947765, 3.058559], [-0.326500, 3.092765, 3.814559], [0.420500, -3.408235, 0.245559], [-0.010500, -4.104235, 0.873559], [0.830500, -2.655235, 0.761559], [0.129500, 2.964765, -1.550441], [0.655500, 3.541765, -2.101441], [-0.551500, 3.287765, -2.066441]], "forces_ev_per_a": [[-1.377, 4.060, -0.612], [2.544, 0.263, -0.845], [0.078, -0.976, 0.044], [-1.601, -0.622, 0.599], [0.956, -2.646, 0.567], [3.589, -0.517, -2.505], [-0.788, 0.554, 0.268], [-1.383, -1.249, 0.013], [-0.016, 0.402, 0.458], [-2.086, 0.550, 1.935], [0.764, -0.162, 2.735], [-0.426, -0.096, -0.237], [-0.697, 0.460, -2.045], [-2.389, -0.991, 2.057], [-0.146, -0.288, 0.497], [2.676, 1.377, -2.238], [2.166, 4.298, 3.395], [-2.766, -7.451, -4.155], [0.679, 3.115, 0.862], [-5.480, -7.265, 1.146], [7.017, 6.770, -3.330], [-1.069, 0.387, 1.481], [0.052, -0.774, -0.608], [-0.345, 0.152, 1.644], [0.206, 0.846, -1.167], [1.102, -3.231, -3.824], [0.209, 1.377, -0.979], [-1.417, 1.853, 4.754], [-1.097, -1.165, 1.565], [1.566, 2.301, -1.445], [-0.424, -1.093, -0.111], [1.557, -0.274, 0.544], [2.693, -0.043, 0.539], [-4.347, 0.078, -1.000]], "nbo_charge": [-0.8973, 0.4490, 0.4633, 0.5185, 0.4463, -0.7264, -0.0517, -0.0437, -0.0777, -0.0896, -0.9606, 0.4854, 0.4849, -0.9833, 0.4920, 0.4857, -0.9099, 0.4493, 0.4619, -0.9363, 0.4869, 0.4659, -0.9706, 0.4870, 0.4898, -0.9124, 0.4611, 0.4486, -1.0071, 0.4674, 0.5192, -0.9219, 0.4770, 0.4496]}

{"formula": "BH24O10", "method": "wB97M-V/def2-TZVPD", "relative_energy_ev": 3.558, "orbital_gap_ha": 0.345, "charge": -1, "lumo_energy_ev": 2.7, "total_energy_ev": -21539.543, "species": ["B", "H", "H", "H", "H", "O", "H", "H", "O", "H", "H", "O", "H", "H", "O", "H", "H", "O", "H", "H", "O", "H", "H", "O", "H", "H", "O", "H", "H", "O", "H", "H", "O", "H", "H"], "positions_angstrom": [[-27.872175, 6.391621, 15.435187], [-27.424155, 7.294951, 16.139190], [-27.854604, 6.585765, 14.193205], [-27.318846, 5.355751, 15.714774], [-29.072223, 6.001890, 15.744733], [-28.241150, 9.958020, 14.609069], [-28.605779, 10.316638, 15.512239], [-27.824312, 9.138317, 14.854807], [-25.876868, 5.370712, 12.611807], [-24.990126, 5.419542, 12.923874], [-26.286009, 5.918773, 13.089240], [-27.671795, 8.341003, 12.086541], [-26.923759, 8.377369, 11.716295], [-27.859921, 7.894512, 12.814181], [-30.339707, 8.321464, 14.202761], [-29.778577, 7.689074, 14.719296], [-29.874850, 9.098670, 13.968617], [-30.600662, 5.581965, 12.968783], [-30.581899, 6.383486, 13.303676], [-31.388665, 5.074398, 12.932550], [-27.609781, 2.331234, 16.429664], [-28.054000, 1.791791, 15.816177], [-28.118332, 3.159010, 16.486472], [-28.856196, 5.895270, 18.765287], [-28.196305, 5.806161, 18.013742], [-29.145102, 6.846361, 18.506144], [-30.295192, 3.373648, 14.864914], [-31.293221, 3.366190, 14.990096], [-29.824772, 4.312788, 14.867154], [-24.780769, 7.842713, 15.949562], [-24.538556, 8.505932, 16.659842], [-25.665058, 7.789946, 15.683107], [-25.988998, 2.757024, 13.887492], [-26.131929, 2.814125, 14.886795], [-26.128061, 3.672392, 13.625384]], "forces_ev_per_a": [[-1.212, -0.896, -0.224], [-0.348, 0.137, -0.132], [0.134, 0.089, 0.724], [0.652, -0.079, -0.132], [0.665, 1.028, -0.231], [-1.128, 2.222, 2.543], [1.082, -1.127, -2.600], [0.356, -0.823, 0.240], [4.527, -6.700, -6.187], [1.213, -0.127, 0.219], [-5.722, 6.874, 6.043], [-8.765, 3.674, -1.441], [9.074, -0.319, -3.491], [-0.336, -3.408, 4.795], [-1.435, -2.499, 0.699], [-0.183, 1.065, -0.499], [1.336, 0.923, -0.124], [1.926, -6.204, -3.130], [-0.890, 6.213, 2.575], [-1.048, 0.255, 0.386], [0.959, 1.375, 1.498], [-1.067, -0.828, -1.326], [0.133, -0.467, -0.210], [0.571, 2.699, -2.090], [-0.927, -0.356, 1.107], [0.364, -2.364, 0.889], [0.045, 1.367, 0.334], [2.295, 0.949, -0.134], [-2.268, -2.432, -0.101], [3.841, 0.841, 1.417], [-1.389, -1.239, -1.544], [-2.362, 0.314, 0.149], [-0.072, -0.045, 2.255], [0.091, -0.345, -1.834], [-0.112, 0.234, -0.445]], "nbo_charge": [-0.7803, -0.0739, -0.0744, -0.0118, -0.0495, -0.9498, 0.4682, 0.4896, -0.9100, 0.4629, 0.4604, -0.9409, 0.4567, 0.4827, -1.0117, 0.5055, 0.4954, -0.9565, 0.4848, 0.4711, -0.9621, 0.4771, 0.4922, -0.9523, 0.4911, 0.4636, -1.0103, 0.4712, 0.5334, -0.9752, 0.4757, 0.4973, -0.9898, 0.4847, 0.4849]}

{"formula": "BH3O", "method": "wB97M-V/def2-TZVPD", "relative_energy_ev": 2.156, "orbital_gap_ha": 0.354, "charge": 0, "lumo_energy_ev": 0.4, "total_energy_ev": -2770.522, "species": ["B", "O", "H", "H", "H"], "positions_angstrom": [[-0.077167, -0.251112, 0.202571], [-0.155722, 0.747252, -0.560147], [0.410964, -0.345451, 1.384005], [-0.005410, -1.769313, -0.862879], [-0.172665, 1.618624, -0.163551]], "forces_ev_per_a": [[2.418, -6.365, 1.082], [-0.967, 2.957, -2.058], [-1.239, 0.240, -1.417], [-0.380, 2.752, 2.246], [0.168, 0.416, 0.146]], "nbo_charge": [0.6970, -0.8856, -0.0943, -0.2255, 0.5084]}